No. 1
Density functional theory data (the ωB97M-V functional and the def2-TZVPD basis) for C9H8AuN3O3 as an isolated structure.

largest force on an atom = 2.676 eV Å⁻¹
E = -23763.4632 eV

CARTESIAN COORDINATES (ANGSTROEM)
Au: -0.642 2.424 -0.800
N: -2.229 -0.257 -0.394
C: -1.169 -1.003 0.053
C: -1.400 -2.361 0.365
C: -0.400 -3.353 0.419
C: 0.941 -2.973 0.310
C: 1.210 -1.603 0.119
C: 2.541 -1.148 0.157
C: 2.819 0.105 -0.366
C: 1.796 0.988 -0.603
N: 0.499 0.639 -0.511
C: 0.176 -0.578 -0.035
H: -3.151 -0.510 -0.062
H: -2.030 0.762 -0.438
H: -2.384 -2.786 0.368
H: -0.770 -4.380 0.454
H: 1.771 -3.643 0.455
H: 3.229 -1.804 0.622
H: 3.813 0.358 -0.496
H: 2.047 1.986 -0.889
O: -2.233 5.895 0.193
N: -1.651 4.852 0.388
O: -0.752 4.549 1.154
O: -2.031 3.843 -0.460

No. 2
Density functional theory data (the ωB97M-V functional and the def2-TZVPD basis) for one molecule with the formula C5H13NO3.

energy above the lowest of the compared OMol25 structures with the same formula, charge and spin = 48.3 kJ/mol
largest force on an atom = 0.620 eV Å⁻¹
E = -13028.7308 eV

CARTESIAN COORDINATES (ANGSTROEM)
C: -0.880 -0.179 2.135
C: -1.228 0.377 0.762
O: -2.528 -0.060 0.429
C: -0.263 -0.087 -0.366
N: -0.297 -1.518 -0.581
O: -0.768 0.534 -1.542
C: 1.191 0.387 -0.127
C: 2.098 -0.008 -1.296
O: 1.213 1.776 0.090
H: -0.791 -1.262 2.102
H: -1.684 0.074 2.820
H: 0.045 0.257 2.497
H: -1.198 1.476 0.795
H: -2.709 0.253 -0.467
H: -1.257 -1.838 -0.475
H: 0.271 -2.000 0.104
H: -0.495 -0.019 -2.284
H: 1.570 -0.063 0.796
H: 1.795 0.521 -2.199
H: 2.041 -1.078 -1.472
H: 3.123 0.269 -1.066
H: 0.751 2.187 -0.653

No. 3
Density functional theory data (the ωB97M-V functional and the def2-TZVPD basis) for a 2-piece molecular cluster, C2N3O3 overall.

energy above the lowest of the compared OMol25 structures with the same formula, charge and spin = 31.3 kJ/mol
largest force on an atom = 4.075 eV Å⁻¹
E = -12686.3011 eV
net charge = -1

CARTESIAN COORDINATES (ANGSTROEM)
C: -1.921 0.139 -0.186
C: -0.655 -0.586 0.196
N: -2.840 0.774 -0.461
N: 1.370 0.990 0.738
N: 1.933 0.420 -0.064
O: 0.141 -0.913 -0.721
O: -0.641 -0.869 1.432
O: 2.612 0.044 -0.935